# 1
{"formula": "C13H25ClO12P2S4", "method": "ωB97M-V with the def2-TZVPD basis set", "smiles": "O=C(Cl)C[C@]1([PH2]=S)OS(=O)(=O)O[C@H]1CP(=O)(O)O.O=S1(=O)CCCC1.O=S1(=O)CCCC1", "max_force_ev_per_a": 0.76, "multiplicity": 1, "e_homo_ev": -9.080, "symbols": ["O", "C", "Cl", "C", "C", "P", "S", "O", "S", "O", "O", "O", "C", "C", "P", "O", "O", "O", "H", "H", "H", "H", "H", "H", "H", "H", "H", "O", "S", "O", "C", "C", "C", "C", "H", "H", "H", "H", "H", "H", "H", "H", "O", "S", "O", "C", "C", "C", "C", "H", "H", "H", "H", "H", "H", "H", "H"], "positions_angstrom": [[2.877, 1.209, 0.053], [2.186, 1.843, -0.658], [2.858, 3.079, -1.755], [0.680, 1.797, -0.799], [-0.063, 0.626, -0.151], [0.199, 0.428, 1.720], [1.648, -0.612, 2.393], [0.425, -0.617, -0.693], [-0.361, -1.122, -1.960], [0.270, -0.642, -3.141], [-0.680, -2.489, -1.814], [-1.672, -0.249, -1.723], [-1.561, 0.722, -0.680], [-2.765, 0.626, 0.246], [-3.473, 2.193, 0.799], [-4.455, 2.000, 1.851], [-2.237, 3.125, 1.225], [-4.018, 2.915, -0.527], [0.285, 2.737, -0.405], [0.473, 1.773, -1.873], [-1.041, -0.059, 2.135], [0.131, 1.781, 2.097], [-1.617, 1.694, -1.184], [-3.575, 0.152, -0.317], [-2.614, 0.006, 1.124], [-1.970, 3.749, 0.544], [-3.802, 2.496, -1.366], [1.767, -1.469, 6.236], [2.542, -0.271, 6.042], [2.094, 0.762, 5.148], [2.894, 0.444, 7.649], [4.201, -0.217, 8.073], [5.092, -0.225, 6.822], [4.239, -0.733, 5.654], [2.051, 0.244, 8.307], [3.014, 1.518, 7.504], [4.667, 0.319, 8.899], [4.009, -1.240, 8.401], [5.440, 0.788, 6.613], [5.972, -0.852, 6.959], [4.497, -0.284, 4.698], [4.259, -1.818, 5.571], [-1.655, -0.359, -8.481], [-2.270, -0.428, -7.180], [-2.911, 0.737, -6.620], [-3.398, -1.821, -7.148], [-2.535, -2.988, -6.682], [-1.672, -2.442, -5.536], [-1.090, -1.104, -6.003], [-3.825, -1.940, -8.141], [-4.181, -1.586, -6.427], [-3.147, -3.831, -6.363], [-1.897, -3.328, -7.501], [-2.294, -2.289, -4.651], [-0.878, -3.132, -5.257], [-0.967, -0.387, -5.198], [-0.145, -1.228, -6.529]], "forces_ev_per_angstrom": [[-0.044, 0.029, -0.091], [-0.078, -0.024, 0.088], [0.043, 0.052, -0.014], [0.078, -0.152, -0.019], [-0.193, -0.241, -0.147], [0.292, -0.067, 0.360], [0.002, -0.187, -0.346], [0.029, -0.032, 0.345], [-0.069, 0.129, -0.299], [0.101, -0.015, -0.005], [0.045, -0.121, -0.008], [-0.118, -0.192, 0.253], [0.180, 0.740, 0.000], [-0.055, -0.267, -0.180], [-0.091, -0.011, 0.043], [-0.049, 0.072, 0.099], [0.125, -0.211, -0.078], [0.202, 0.025, 0.113], [0.038, 0.014, -0.047], [-0.031, 0.106, 0.025], [-0.158, 0.118, -0.068], [-0.077, 0.066, -0.092], [0.023, -0.060, -0.054], [0.061, -0.041, 0.022], [-0.042, -0.054, -0.008], [-0.088, 0.193, 0.010], [-0.099, -0.040, -0.102], [-0.051, -0.004, -0.065], [0.040, 0.095, 0.178], [-0.100, 0.125, 0.093], [0.144, -0.028, 0.104], [0.003, -0.021, -0.042], [-0.036, -0.010, 0.005], [0.154, 0.020, 0.014], [-0.037, -0.016, -0.052], [-0.017, 0.001, -0.017], [0.010, -0.008, 0.000], [-0.012, 0.004, 0.007], [-0.021, 0.008, 0.002], [0.010, 0.012, -0.004], [-0.043, -0.021, -0.021], [-0.065, -0.003, 0.010], [0.000, 0.036, -0.017], [-0.034, -0.042, 0.062], [0.002, 0.030, -0.020], [-0.026, -0.119, 0.022], [0.035, 0.026, 0.011], [-0.012, 0.017, -0.034], [0.024, -0.086, 0.095], [0.019, 0.056, -0.015], [0.003, 0.023, -0.004], [0.007, -0.006, 0.000], [-0.011, 0.002, -0.009], [-0.010, 0.007, -0.007], [-0.004, 0.002, 0.023], [0.032, 0.046, -0.047], [-0.031, 0.023, -0.065]], "nbo_charge": [-0.4480, 0.5717, -0.0757, -0.5674, -0.0399, 0.8451, -0.4425, -0.6960, 2.5727, -0.9157, -0.8739, -0.7047, 0.1061, -0.8776, 2.3617, -1.0477, -0.9949, -0.9905, 0.2541, 0.2692, -0.0343, -0.0263, 0.1786, 0.2821, 0.2729, 0.5113, 0.5113, -0.9427, 2.1734, -0.9432, -0.6714, -0.4077, -0.4022, -0.6772, 0.2547, 0.2371, 0.2247, 0.2163, 0.2095, 0.2253, 0.2563, 0.2481, -0.9444, 2.1672, -0.9508, -0.6709, -0.4078, -0.4021, -0.6768, 0.2548, 0.2360, 0.2254, 0.2164, 0.2063, 0.2327, 0.2621, 0.2492]}

***

# 2
{"formula": "C13H25ClO8P", "method": "ωB97M-V with the def2-TZVPD basis set", "max_force_ev_per_a": 1.04, "multiplicity": 1, "e_homo_ev": -3.822, "e_above_lowest_kcal_mol": 0.0, "total_charge": -1, "symbols": ["C", "C", "Cl", "C", "P", "O", "C", "C", "O", "H", "H", "H", "H", "H", "H", "H", "H", "H", "H", "H", "H", "H", "C", "C", "C", "O", "C", "O", "O", "H", "H", "H", "H", "H", "H", "C", "C", "C", "O", "C", "O", "O", "H", "H", "H", "H", "H", "H"], "positions_angstrom": [[-4.161, 1.006, 1.904], [-4.482, 2.256, 1.120], [-5.377, 1.730, -0.401], [-3.268, 3.043, 0.717], [-2.391, 3.957, 2.195], [-0.813, 3.387, 1.599], [-0.159, 4.323, 0.823], [-1.106, 5.486, 0.431], [-2.254, 5.419, 1.212], [-3.435, 0.373, 1.418], [-5.073, 0.413, 1.983], [-3.855, 1.251, 2.915], [-5.161, 2.852, 1.717], [-2.570, 2.397, 0.196], [-3.607, 3.833, 0.054], [-1.722, 4.728, 3.231], [-2.489, 2.815, 3.072], [-3.679, 4.403, 2.703], [0.768, 4.700, 1.271], [0.165, 3.845, -0.118], [-0.620, 6.445, 0.647], [-1.306, 5.448, -0.647], [1.027, 0.279, 0.352], [0.148, -0.946, 0.379], [0.113, -1.754, -0.898], [-1.189, -2.370, -0.823], [-1.981, -1.539, -0.092], [-3.162, -1.611, 0.004], [-1.234, -0.587, 0.512], [0.806, 0.894, -0.521], [0.852, 0.897, 1.233], [2.078, -0.012, 0.322], [0.405, -1.582, 1.233], [0.891, -2.503, -0.965], [0.142, -1.122, -1.787], [4.558, -6.154, -1.092], [4.191, -5.213, -2.210], [5.318, -4.352, -2.732], [4.613, -3.210, -3.236], [3.467, -3.091, -2.518], [2.744, -2.151, -2.540], [3.267, -4.204, -1.765], [5.080, -5.624, -0.294], [3.665, -6.602, -0.659], [5.203, -6.950, -1.465], [3.710, -5.760, -3.027], [5.899, -4.822, -3.521], [5.986, -4.019, -1.934]], "forces_ev_per_angstrom": [[-0.899, -0.427, 0.030], [0.921, -0.332, 0.247], [-0.279, 0.103, 0.060], [-0.339, 0.395, 0.415], [-0.386, -0.075, 0.464], [-0.183, 0.362, 0.258], [0.316, -0.236, -0.967], [0.089, 0.192, 0.767], [0.030, -0.201, -0.428], [0.335, 0.053, -0.109], [-0.078, -0.140, 0.103], [0.262, 0.161, 0.058], [-0.360, 0.275, -0.270], [0.154, -0.147, -0.095], [0.130, 0.150, -0.222], [0.047, -0.238, 0.134], [0.302, -0.060, -0.210], [0.006, 0.147, -0.259], [-0.038, 0.080, 0.404], [0.097, -0.051, 0.001], [0.176, 0.069, -0.241], [-0.276, -0.025, -0.083], [-0.147, 0.179, 0.039], [0.267, 0.274, -0.073], [-0.146, -0.141, 0.071], [0.025, 0.106, 0.029], [0.013, 0.333, 0.062], [0.010, -0.401, -0.144], [-0.044, -0.177, 0.023], [-0.018, -0.022, -0.020], [-0.025, -0.012, 0.015], [-0.002, -0.050, -0.018], [-0.012, -0.044, -0.016], [-0.104, -0.175, -0.016], [0.068, 0.064, 0.027], [-0.111, 0.145, 0.215], [0.101, -0.191, 0.211], [0.044, 0.037, -0.155], [0.023, -0.059, 0.094], [-0.059, 0.034, 0.025], [0.142, -0.037, -0.054], [0.015, 0.033, -0.123], [0.024, 0.025, -0.034], [-0.010, -0.051, -0.080], [-0.001, -0.002, -0.035], [0.006, 0.034, -0.040], [-0.075, 0.117, -0.115], [-0.011, -0.076, 0.054]], "nbo_charge": [-0.6344, -0.1238, -0.1751, -0.7334, 1.1758, -0.8246, -0.0722, -0.0764, -0.8244, 0.2252, 0.1949, 0.2194, 0.1993, 0.2063, 0.2140, -0.1674, -0.1700, -0.1775, 0.1332, 0.1320, 0.1434, 0.1358, -0.6302, 0.0703, -0.0938, -0.5082, 0.9692, -0.5717, -0.4859, 0.2217, 0.2555, 0.2061, 0.1696, 0.2077, 0.1867, -0.6265, 0.0650, -0.0940, -0.4909, 0.9706, -0.5665, -0.4969, 0.2175, 0.2347, 0.2196, 0.1835, 0.2034, 0.1833]}

***

# 3
{"formula": "C13H25F3NO5S", "method": "ωB97M-V with the def2-TZVPD basis set", "max_force_ev_per_a": 0.64, "multiplicity": 2, "e_homo_ev": [-8.577, -9.913], "symbols": ["C", "C", "C", "O", "C", "S", "O", "O", "C", "F", "F", "F", "C", "C", "C", "C", "N", "O", "C", "C", "C", "C", "H", "H", "H", "H", "H", "H", "H", "H", "H", "H", "H", "H", "H", "H", "H", "H", "H", "H", "H", "H", "H", "H", "H", "O", "H", "H"], "positions_angstrom": [[0.331, -3.526, 2.443], [-0.755, -3.672, 1.380], [-0.941, -2.457, 0.461], [-0.189, -1.327, 0.944], [0.554, -0.543, 0.068], [2.158, -1.523, -0.171], [1.857, -2.895, -0.459], [3.069, -1.176, 0.877], [3.000, -0.917, -1.729], [2.312, -1.239, -2.821], [4.187, -1.505, -1.779], [3.174, 0.409, -1.699], [-0.089, -0.183, -1.257], [-1.272, 0.789, -1.165], [-1.521, 1.308, -2.579], [-2.556, 0.157, -0.631], [-0.881, 1.956, -0.324], [-1.727, 2.907, -0.319], [-0.122, 1.784, 0.957], [0.542, 3.135, 1.269], [-1.078, 1.418, 2.096], [0.977, 0.729, 0.781], [1.269, -3.166, 2.025], [0.022, -2.846, 3.236], [0.528, -4.496, 2.899], [-0.536, -4.541, 0.759], [-1.704, -3.870, 1.881], [-1.990, -2.158, 0.427], [-0.635, -2.706, -0.549], [-0.400, -1.060, -1.824], [0.669, 0.327, -1.854], [-2.465, 1.846, -2.635], [-0.710, 1.968, -2.876], [-1.563, 0.466, -3.271], [-2.886, -0.606, -1.339], [-3.328, 0.921, -0.570], [-2.435, -0.312, 0.340], [1.568, 3.173, 0.902], [0.571, 3.317, 2.342], [-0.029, 3.940, 0.812], [-1.900, 2.132, 2.125], [-0.532, 1.482, 3.038], [-1.457, 0.404, 2.015], [1.369, 0.478, 1.766], [1.801, 1.165, 0.216], [1.038, 3.396, -2.377], [1.988, 3.546, -2.349], [0.718, 3.572, -1.485]], "forces_ev_per_angstrom": [[0.021, -0.093, 0.011], [-0.007, 0.055, 0.156], [0.044, -0.068, -0.049], [0.015, 0.044, 0.021], [-0.157, 0.037, 0.136], [-0.088, 0.066, -0.246], [-0.180, -0.074, -0.061], [0.091, 0.012, 0.166], [0.016, 0.005, 0.041], [-0.006, 0.026, 0.042], [0.016, 0.012, -0.010], [-0.032, -0.028, -0.029], [0.145, -0.044, -0.177], [0.164, 0.048, -0.009], [-0.063, 0.011, -0.015], [-0.022, -0.054, -0.095], [-0.311, -0.380, 0.413], [0.067, 0.174, -0.177], [0.137, 0.000, -0.134], [0.030, 0.057, -0.032], [0.020, 0.065, 0.060], [0.044, 0.062, 0.104], [-0.027, -0.031, 0.037], [0.038, 0.096, -0.019], [-0.034, -0.025, 0.027], [0.009, -0.011, -0.037], [-0.006, -0.089, -0.007], [0.100, -0.108, 0.026], [0.093, -0.008, -0.075], [0.012, -0.013, 0.041], [0.038, 0.013, -0.065], [0.015, 0.071, 0.022], [-0.005, 0.024, -0.094], [-0.034, -0.030, 0.003], [-0.029, -0.019, 0.010], [-0.012, 0.047, 0.029], [-0.026, 0.159, 0.017], [0.005, 0.005, -0.065], [0.028, -0.028, 0.012], [-0.069, 0.021, 0.089], [-0.044, -0.012, -0.006], [-0.002, -0.007, 0.021], [-0.074, 0.012, -0.052], [0.040, -0.039, 0.003], [-0.016, 0.036, -0.044], [0.105, -0.064, -0.004], [-0.013, 0.046, 0.031], [-0.038, 0.018, -0.021]], "nbo_charge": [-0.5983, -0.4218, -0.0637, -0.5600, 0.1548, 2.0321, -0.9173, -0.9083, 0.7396, -0.3077, -0.2966, -0.3183, -0.4932, 0.1371, -0.6235, -0.6347, 0.0126, -0.4064, 0.1151, -0.6263, -0.6296, -0.4592, 0.2154, 0.2041, 0.2110, 0.2128, 0.2000, 0.1807, 0.1912, 0.2392, 0.2443, 0.2289, 0.2488, 0.2063, 0.2141, 0.2361, 0.2111, 0.2042, 0.2224, 0.2445, 0.2301, 0.2140, 0.2229, 0.2551, 0.2298, -0.9450, 0.4729, 0.4786]}

***

# 4
{"formula": "C13H26Be2NO13", "method": "ωB97M-V with the def2-TZVPD basis set", "max_force_ev_per_a": 4.29, "multiplicity": 1, "e_homo_ev": -16.867, "total_charge": 3, "symbols": ["Be", "Be", "N", "O", "O", "O", "C", "C", "C", "O", "C", "H", "H", "H", "H", "H", "H", "H", "H", "C", "O", "C", "O", "O", "C", "H", "H", "H", "H", "H", "H", "C", "O", "C", "O", "O", "C", "H", "H", "H", "H", "H", "H", "C", "O", "C", "O", "O", "C", "H", "H", "H", "H", "H", "H"], "positions_angstrom": [[3.750, 3.753, -2.842], [-1.774, 1.031, -2.303], [1.588, 1.345, -1.105], [0.336, 1.481, -1.062], [2.181, 0.794, -0.206], [2.223, 1.919, -2.045], [4.345, 0.389, 3.579], [4.012, 0.536, 5.060], [2.630, 0.000, 5.298], [2.149, -0.357, 4.016], [2.908, 0.311, 3.021], [4.785, -0.588, 3.391], [4.847, 1.294, 3.258], [4.062, 1.612, 5.271], [4.778, 0.107, 5.706], [1.875, 0.637, 5.787], [2.696, -0.894, 5.942], [2.375, 1.270, 2.858], [2.814, -0.177, 2.049], [-4.885, 2.943, 0.123], [-3.789, 3.066, 1.032], [-2.638, 2.546, 0.758], [-2.390, 1.743, -0.152], [-1.751, 3.102, 1.543], [-0.441, 2.575, 1.738], [-5.783, 3.444, 0.472], [-5.109, 1.896, -0.065], [-4.668, 3.518, -0.782], [-0.515, 1.498, 1.865], [-0.088, 2.974, 2.687], [0.251, 2.896, 0.964], [-0.120, -1.250, 1.163], [-0.916, -2.341, 0.698], [-1.593, -2.159, -0.409], [-1.601, -1.163, -1.122], [-2.283, -3.249, -0.644], [-2.719, -3.489, -1.987], [0.872, -1.336, 0.724], [0.011, -1.393, 2.235], [-0.659, -0.318, 1.021], [-1.861, -3.716, -2.626], [-3.197, -2.603, -2.399], [-3.361, -4.361, -1.964], [-1.941, -2.034, -5.760], [-0.571, -1.979, -5.385], [-0.189, -1.309, -4.337], [-0.825, -0.418, -3.769], [0.981, -1.782, -3.978], [1.495, -1.442, -2.680], [-2.578, -1.281, -5.286], [-2.406, -2.932, -5.347], [-2.154, -1.963, -6.820], [1.632, -0.366, -2.650], [2.433, -1.978, -2.587], [0.777, -1.803, -1.947]], "forces_ev_per_angstrom": [[-0.834, -1.225, 0.787], [2.349, -2.613, 2.463], [0.085, 1.127, 1.465], [-0.858, -0.472, -0.950], [-0.108, -0.133, -0.331], [0.676, 0.918, -1.701], [-1.920, -0.156, 0.335], [1.019, 1.609, 0.852], [0.710, -0.778, -0.400], [-0.411, 0.201, -0.352], [0.239, -0.405, -0.096], [0.599, 0.351, -0.338], [0.489, -0.449, -0.447], [-0.201, -0.083, 0.264], [-0.192, -0.194, 0.033], [0.044, 0.108, -0.029], [-0.437, -0.177, -0.204], [0.327, 0.376, 0.197], [-0.162, -0.423, 0.226], [-0.461, 0.048, -1.024], [-0.432, 0.116, 0.343], [0.052, 1.418, -0.338], [0.488, -1.091, -2.007], [-0.073, -0.084, 0.293], [0.148, -0.295, 0.514], [0.314, -0.133, 0.910], [0.054, 0.029, -0.130], [0.343, -0.419, -0.166], [0.260, -0.015, -0.354], [-0.227, 0.206, -0.022], [-0.206, -0.210, -0.216], [0.028, -0.246, 0.822], [-0.026, 0.339, -0.029], [-0.573, -0.856, 0.155], [0.132, 1.430, -0.626], [0.179, -0.154, -0.138], [0.183, 0.232, -0.484], [-0.131, 0.475, -0.338], [-0.162, -0.192, -0.029], [0.373, 0.082, -0.445], [0.109, -0.077, 0.191], [-0.340, -0.143, 0.119], [-0.173, 0.151, 0.120], [-2.225, 0.180, 0.753], [-0.212, 0.276, -0.283], [0.450, -1.114, -0.258], [-1.202, 2.032, 1.359], [-0.157, 0.273, 0.027], [-0.295, -0.016, -0.273], [0.649, 0.522, -0.030], [0.578, -0.438, -0.362], [0.846, -0.142, -0.163], [0.124, -0.091, 0.171], [0.037, 0.089, -0.049], [0.134, 0.235, 0.212]], "nbo_charge": [1.2172, 1.7763, 0.7188, -0.5518, -0.3515, -0.6035, -0.4193, -0.4543, -0.1002, -0.2957, -0.0880, 0.2398, 0.2488, 0.2402, 0.2657, 0.2645, 0.2766, 0.2225, 0.2303, -0.2781, -0.4232, 1.0490, -0.8226, -0.4438, -0.2540, 0.2508, 0.2041, 0.1919, 0.1918, 0.2220, 0.1902, -0.2717, -0.4440, 1.0296, -0.7926, -0.4496, -0.2599, 0.1955, 0.2207, 0.1933, 0.1845, 0.1825, 0.2423, -0.2784, -0.4289, 1.0561, -0.8393, -0.4407, -0.2537, 0.1838, 0.2092, 0.2432, 0.1718, 0.2364, 0.1954]}